(1)
Entry from the Open Molecules 2025 dataset: C7H8 in the gas phase (ωB97M-V/def2-TZVPD).

HOMO-LUMO gap (eV): 9.99
HOMO level (eV): -8.9
Net charge: 0
SMILES: Cc1ccccc1
Total energy (Ha): -271.520549
Strongest force on any atom (eV Å⁻¹): 0.4
ΔE to the lowest compared entry with this formula, charge and spin (kcal/mol): 6.8

Last column: Mulliken charge in e.
Geometry (Å):
C: -1.0477 1.2413 -1.4909  -1.26
C: -0.4984 0.4655 -0.3120  0.45
C: -0.8474 -0.8725 -0.1081  -0.41
C: -0.0039 -1.7206 0.6024  -0.34
C: 1.1809 -1.2275 1.1399  -0.43
C: 1.3669 0.1497 1.1980  -0.36
C: 0.5162 0.9941 0.4906  -0.41
H: -1.9818 1.7843 -1.3189  0.27
H: -0.2939 1.9594 -1.8332  0.35
H: -1.2101 0.5459 -2.3228  0.34
H: -1.7654 -1.2587 -0.5473  0.35
H: -0.2533 -2.7710 0.7227  0.36
H: 1.9503 -1.9063 1.4970  0.37
H: 2.1894 0.5590 1.7777  0.35
H: 0.6618 2.0720 0.5300  0.36

=====

(2)
Entry from the Open Molecules 2025 dataset: C21H28N4O3 in the gas phase (ωB97M-V/def2-TZVPD).

HOMO-LUMO gap (eV): 9.15
HOMO level (eV): -8.5
Net charge: 0
SMILES: COc1ccc(CCN2C[C@H](C(=O)NCCc3cnn(C)c3)CCC2=O)cc1
Total energy (Ha): -1261.800168
Strongest force on any atom (eV Å⁻¹): 0.8
ΔE to the lowest compared entry with this formula, charge and spin (kcal/mol): 39.5

Last column: Mulliken charge in e.
Geometry (Å):
C: -6.4392 -0.9688 -0.8430  -0.84
O: -5.5688 0.0856 -1.1700  -0.46
C: -4.5447 0.3732 -0.3173  0.96
C: -3.7265 1.4434 -0.6843  -0.83
C: -2.6588 1.8113 0.1028  -0.15
C: -2.3665 1.1234 1.2776  0.38
C: -1.1551 1.4810 2.0952  -1.47
C: 0.1363 1.2507 1.2905  -1.13
N: 0.1171 -0.0072 0.5659  1.35
C: 0.1122 -1.1978 1.3961  -1.05
C: 0.2795 -2.4996 0.6197  0.40
C: 1.7038 -2.8143 0.1493  0.18
O: 2.0758 -3.9586 -0.0131  -0.72
N: 2.4825 -1.7425 -0.0740  0.33
C: 3.8354 -1.8123 -0.5757  -0.81
C: 4.6946 -0.7360 0.0940  -0.80
C: 4.0353 0.6037 0.0122  0.52
C: 3.8162 1.5146 1.0568  -0.84
N: 3.1600 2.5799 0.6314  -0.99
N: 2.9445 2.3874 -0.6616  0.83
C: 2.1960 3.3347 -1.4367  -0.83
C: 3.4487 1.2139 -1.0829  -0.46
C: -0.6695 -2.4578 -0.5804  -1.12
C: -0.2946 -1.2976 -1.4882  -1.05
C: -0.0859 0.0212 -0.7721  0.84
O: -0.0419 1.0643 -1.4052  -0.67
C: -3.1921 0.0725 1.6423  -0.61
C: -4.2732 -0.3074 0.8622  -0.58
H: -7.1716 -1.0074 -1.6478  0.24
H: -5.9110 -1.9269 -0.7907  0.33
H: -6.9550 -0.7863 0.1055  0.34
H: -3.9506 1.9688 -1.5988  0.44
H: -2.0362 2.6375 -0.2035  0.34
H: -1.1869 2.5344 2.3806  0.51
H: -1.1387 0.8871 3.0110  0.43
H: 1.0052 1.2760 1.9550  0.30
H: 0.2481 2.0361 0.5429  0.30
H: -0.8401 -1.2485 1.9374  0.38
H: 0.9131 -1.0891 2.1383  0.34
H: -0.0059 -3.3319 1.2709  0.51
H: 2.1137 -0.8094 0.0331  -0.53
H: 3.8348 -1.6607 -1.6627  0.26
H: 4.2158 -2.8146 -0.3686  0.49
H: 5.6719 -0.7123 -0.3948  0.36
H: 4.8496 -0.9872 1.1452  0.34
H: 4.1157 1.4343 2.0833  0.51
H: 1.2623 2.8789 -1.7745  0.29
H: 1.9805 4.1891 -0.7989  0.28
H: 2.7734 3.6610 -2.3026  0.37
H: 3.3564 0.9009 -2.1031  0.44
H: -1.6924 -2.3271 -0.2184  0.38
H: -0.6172 -3.3975 -1.1321  0.46
H: -1.0679 -1.1247 -2.2395  0.53
H: 0.6283 -1.5226 -2.0305  0.18
H: -3.0052 -0.4655 2.5626  0.39
H: -4.8884 -1.1320 1.1871  0.41

=====

(3)
Entry from the Open Molecules 2025 dataset: 3 unconnected molecules or ions with the total composition C35H72N3O3 at a distorted geometry (ωB97M-V/def2-TZVPD).

⟨S²⟩: 0.75
HOMO-LUMO gap (alpha / beta) (eV): 8.87 / 9.30
Multiplicity: 2
HOMO level (alpha / beta) (eV): -8.3 / -8.9
Net charge: 0
Total energy (Ha): -1766.701168
Strongest force on any atom (eV Å⁻¹): 1.3

Last column: Löwdin spin population.
Geometry (Å):
C: -2.7203 2.0984 4.1660  0.00
C: -3.5408 3.2938 3.6484  0.00
C: -4.2730 2.9714 2.3490  0.00
C: -3.3175 2.6156 1.1951  0.00
C: -3.4370 3.5659 0.0041  0.00
C: -2.5125 3.1605 -1.1635  0.00
C: -3.2349 2.5544 -2.3766  0.00
C: -4.1169 1.3213 -2.0941  0.00
C: -3.4216 -0.0130 -2.4073  0.00
C: -2.7345 -0.6266 -1.1731  0.00
C: -3.5072 -1.7946 -0.5269  0.00
C: -2.9977 -3.1670 -0.9856  0.00
C: -3.6336 -3.6501 -2.2794  0.00
C: -3.1354 -5.0259 -2.7401  0.00
C: -1.6088 -5.2230 -2.7936  0.00
C: -0.9665 -4.8857 -4.1354  0.00
C: -0.9403 -3.4026 -4.5639  0.00
C: -0.8455 -2.3643 -3.4335  0.00
C: 0.0188 -1.1209 -3.7829  0.00
C: 1.3531 -1.0490 -3.0085  0.00
C: 1.3303 -0.0618 -1.8072  0.00
C: 2.6488 0.7212 -1.7653  0.00
C: 2.7037 1.6620 -0.5645  0.03
C: 1.6253 2.7618 -0.7067  0.02
C: 4.0787 2.3526 -0.5624  0.00
N: 2.5837 0.9096 0.6977  0.39
O: 2.7441 1.6179 1.7455  0.49
C: 1.5161 -0.1123 0.8149  0.03
C: 0.2172 0.5020 1.4028  0.02
C: 2.0267 -1.1618 1.8145  0.01
C: 1.2573 -0.8632 -0.5037  0.00
H: -1.7579 2.0499 3.6615  0.00
H: -3.2601 1.1766 3.9463  0.00
H: -2.5683 2.1626 5.2394  0.00
H: -4.2484 3.5819 4.4270  0.00
H: -2.8756 4.1477 3.5018  0.00
H: -4.8878 3.8210 2.0473  0.00
H: -4.9545 2.1455 2.5585  0.00
H: -2.2775 2.6358 1.5257  0.00
H: -3.5129 1.5904 0.8783  0.00
H: -3.1430 4.5546 0.3557  0.00
H: -4.4626 3.5807 -0.3656  0.00
H: -1.9754 4.0375 -1.5253  0.00
H: -1.7795 2.4325 -0.8071  0.00
H: -3.8410 3.3214 -2.8590  0.00
H: -2.4549 2.2633 -3.0825  0.00
H: -4.4822 1.3128 -1.0679  0.00
H: -5.0011 1.3984 -2.7293  0.00
H: -4.1307 -0.7236 -2.8318  0.00
H: -2.6717 0.1647 -3.1813  0.00
H: -1.7395 -0.9822 -1.4427  0.00
H: -2.5922 0.1570 -0.4303  0.00
H: -4.5603 -1.7003 -0.8046  0.00
H: -3.4469 -1.7089 0.5571  0.00
H: -3.2581 -3.8969 -0.2151  0.00
H: -1.9149 -3.1022 -1.0612  0.00
H: -3.5402 -2.9320 -3.0946  0.00
H: -4.7068 -3.7348 -2.0871  0.00
H: -3.5295 -5.7569 -2.0304  0.00
H: -3.5346 -5.2775 -3.7234  0.00
H: -1.4201 -6.2872 -2.6325  0.00
H: -1.1101 -4.7240 -1.9646  0.00
H: 0.0504 -5.2727 -4.1852  0.00
H: -1.5372 -5.4299 -4.8925  0.00
H: -0.0616 -3.2667 -5.1978  0.00
H: -1.7969 -3.1596 -5.1930  0.00
H: -0.4199 -2.8007 -2.5327  0.00
H: -1.8424 -1.9839 -3.2204  0.00
H: -0.5540 -0.2282 -3.5278  0.00
H: 0.1960 -1.0658 -4.8562  0.00
H: 2.1341 -0.7207 -3.6988  0.00
H: 1.6640 -2.0308 -2.6548  0.00
H: 0.4858 0.6153 -1.9274  0.00
H: 2.7702 1.3130 -2.6699  0.00
H: 3.4334 -0.0342 -1.6800  0.00
H: 1.9969 3.7069 -0.3220  0.00
H: 0.6729 2.5062 -0.2545  0.00
H: 1.4340 2.9114 -1.7705  0.00
H: 4.0784 3.1656 0.1603  0.00
H: 4.8509 1.6449 -0.2691  0.00
H: 4.2791 2.7763 -1.5435  0.00
H: 0.2742 1.5821 1.5013  0.00
H: 0.0342 0.1006 2.3979  0.00
H: -0.6498 0.2484 0.7968  0.00
H: 2.2945 -0.6948 2.7583  0.00
H: 1.2883 -1.9495 1.9483  0.00
H: 2.9119 -1.6390 1.3931  0.00
H: 1.9359 -1.7134 -0.5600  0.00
H: 0.2547 -1.2800 -0.4086  0.00
C: 4.7109 -4.7756 1.5452  0.00
O: 3.7678 -4.0751 1.2325  0.00
N: 5.8784 -4.3036 2.0195  0.00
C: 6.9762 -5.1767 2.3810  0.00
C: 6.0294 -2.8655 2.1702  0.00
H: 4.6851 -5.8756 1.4661  0.00
H: 7.2288 -5.0557 3.4362  0.00
H: 7.8591 -4.9490 1.7805  0.00
H: 6.6940 -6.2128 2.2069  0.00
H: 5.2747 -2.4748 2.8534  0.00
H: 5.9016 -2.3685 1.2080  0.00
H: 7.0197 -2.6473 2.5614  0.00
C: 2.8269 5.5130 5.3566  0.00
O: 2.8188 6.6663 5.7442  0.00
N: 2.1126 5.0512 4.3156  0.00
C: 2.1595 3.6620 3.8896  0.00
C: 1.2648 5.9825 3.5944  0.00
H: 3.4387 4.7316 5.8394  0.00
H: 2.5065 3.5910 2.8631  0.00
H: 1.1641 3.2167 3.9596  0.00
H: 2.8387 3.1007 4.5272  0.00
H: 1.8611 6.7962 3.1798  0.00
H: 0.5227 6.4184 4.2644  0.00
H: 0.7605 5.4554 2.7878  0.00

=====

(4)
Entry from the Open Molecules 2025 dataset: C6H13N3 in the gas phase at a distorted geometry (ωB97M-V/def2-TZVPD).

HOMO-LUMO gap (eV): 8.93
HOMO level (eV): -7.9
Net charge: 0
SMILES: CC1N2[C@H](C)N[C@@H](C)N12
Total energy (Ha): -400.558904
Strongest force on any atom (eV Å⁻¹): 4.0
ΔE to the lowest compared entry with this formula, charge and spin (kcal/mol): 84.2

Last column: Mulliken charge in e.
Geometry (Å):
C: 2.0984 1.6462 1.5405  -1.25
C: 0.7547 2.0711 1.3763  0.30
N: 0.0059 1.7596 0.1611  -0.36
C: 0.4451 0.6479 -0.7230  0.30
C: -0.0949 0.7731 -2.2596  -1.35
N: -0.2037 -0.4482 -0.1053  -0.42
C: -0.3900 -0.2995 1.3232  0.17
C: 0.6048 -1.1157 2.2754  -1.19
N: -0.4282 1.1883 1.3751  -0.31
H: 2.3613 0.7690 0.9969  0.26
H: 2.7567 2.4401 1.2588  0.33
H: 2.4001 1.4815 2.5945  0.30
H: 0.4799 2.9891 1.8696  0.36
H: 1.4998 0.5113 -0.7348  0.21
H: 0.4440 1.5767 -2.7489  0.37
H: -1.1951 0.8631 -2.2133  0.34
H: 0.1019 -0.1299 -2.8926  0.32
H: -1.1698 -0.5926 -0.4798  0.31
H: -1.3561 -0.6653 1.5232  0.42
H: 1.5772 -1.5004 1.7403  0.24
H: 0.9078 -0.3966 2.9842  0.30
H: 0.0421 -1.9268 2.7801  0.34